2 unconnected molecules or ions with the total composition C4H11NO in a non-equilibrium geometry, computed with ωB97M-V/def2-TZVPD.

Structure (XYZ):
```
17
Properties=species:S:1:pos:R:3:forces:R:3:lowdin_charge:R:1
O 3.474 -0.514 1.612 0.09 0.06 0.30 0.051
N -1.772 0.288 -1.538 0.07 0.45 0.62 -0.180
C -2.744 -0.637 -0.941 -0.34 0.81 -0.31 -0.139
C -1.659 1.541 -0.767 0.61 -1.03 -0.01 -0.146
C 1.150 -0.613 1.044 -1.39 -2.32 0.36 -0.058
C 2.558 -0.200 0.907 -0.20 0.57 -0.96 -0.346
H 2.705 0.336 -0.066 0.36 0.06 0.40 0.122
H -3.707 -0.588 -1.459 -0.02 -0.15 -0.07 0.074
H -2.606 1.893 -0.355 -0.12 0.22 -0.10 0.073
H 0.812 -1.097 1.967 0.64 0.49 0.37 0.087
H 0.308 -0.033 0.692 0.48 0.79 -0.26 0.037
H -2.961 -0.278 0.066 0.13 -0.41 0.20 0.068
H -2.408 -1.668 -0.936 0.16 -0.10 0.10 0.064
H -0.983 1.310 0.055 -0.11 0.40 0.30 0.042
H 1.109 -1.497 0.377 0.08 0.26 -0.20 0.101
H -2.043 0.564 -2.456 -0.29 -0.26 -0.71 0.072
H -1.169 2.295 -1.376 -0.13 0.16 -0.03 0.077
```
Forces are in eV/Å.

Calculated values
HOMO: -9.12 eV
Net charge: 0
SMILES string: CC=O.CNC
Relative energy (zero: lowest compared OMol25 entry of this formula, charge and spin): 192.30 kJ/mol
E_tot: -7862.56052 eV
Orbital gap: 10.0 eV